(1)
Here is C26H46LuO2P2 as an isolated structure at a distorted geometry from OMol25. Energies are from the ωB97M-V functional and the def2-TZVPD basis.

```
77
Properties=species:S:1:pos:R:3:mulliken_charge:R:1
Lu -2.3430 -0.2995 1.7115 1.524
C -3.8866 1.2905 2.6783 0.453
C -3.4295 1.7336 1.3847 0.415
C -4.6542 -0.2087 1.1158 -0.141
C -4.6037 0.0785 2.5053 0.989
C -3.9587 0.8255 0.4091 0.564
C -3.7142 1.9341 4.0011 -1.539
H -3.2103 2.9111 3.8883 0.384
H -3.1167 1.3238 4.7042 0.188
H -4.6860 2.1090 4.4823 0.363
C -5.2334 -0.7500 3.5584 -1.556
H -5.2796 -0.2079 4.5078 0.389
H -4.6489 -1.6662 3.7066 0.229
H -6.2539 -1.0460 3.2710 0.414
C -5.2654 -1.4395 0.5736 -1.387
H -6.3440 -1.4679 0.8330 0.340
H -4.7761 -2.3121 1.0408 0.289
H -5.1408 -1.5141 -0.5144 0.368
C -3.7822 0.8482 -1.0739 -1.364
H -4.6488 1.3066 -1.5843 0.301
H -3.6799 -0.1766 -1.4855 0.384
H -2.8769 1.4096 -1.3404 0.336
C -2.6290 2.9512 1.0656 -0.986
H -3.2727 3.6983 0.5569 0.344
H -1.7799 2.7472 0.3971 -0.144
H -2.2401 3.3941 1.9912 0.424
C 1.2737 1.0587 2.0109 -0.586
C 0.9201 2.3456 2.1251 -1.153
C 1.0737 3.4602 1.1233 -0.596
C 1.6231 3.1675 -0.2650 -1.011
C 0.7742 2.3293 -1.1940 -0.298
C 0.7631 0.9951 -1.3114 -0.523
C 1.1545 -0.0168 -0.2827 0.652
C 2.0677 0.5001 0.8532 -0.338
H 1.7293 4.1934 1.6245 0.525
H 2.6652 2.8124 -0.1966 0.327
H 0.0894 3.9336 0.9927 0.200
H 2.7647 1.2742 0.5235 0.363
H 0.9937 0.3577 2.8097 0.639
H 0.3579 2.6524 3.0203 0.513
H 2.7091 -0.3211 1.2077 0.339
H 0.2331 -0.4793 0.1490 -0.401
H 0.4070 0.5645 -2.2604 0.491
H 1.6778 -0.8384 -0.8183 -0.223
H 1.7173 4.1375 -0.7752 0.547
H 0.3223 2.9142 -2.0329 0.360
P 3.7039 -1.2589 -2.0389 0.590
P 2.6956 -2.3975 -4.6297 0.241
C 5.0517 -1.7388 -3.2345 -0.768
C 4.4924 -2.7452 -4.2350 -0.985
H 5.8860 -2.1546 -2.6544 0.444
H 5.3816 -0.8217 -3.7469 0.406
H 5.0797 -2.7574 -5.1564 0.562
H 4.5042 -3.7554 -3.7903 0.401
C 2.5156 -3.7886 -5.8213 -1.190
H 1.5228 -3.7293 -6.2745 0.383
H 2.5884 -4.7268 -5.2620 0.362
H 3.2819 -3.7636 -6.5971 0.310
C 2.9184 -1.0017 -5.8264 -1.116
H 3.7462 -1.1799 -6.5136 0.355
H 3.0785 -0.0686 -5.2731 0.269
H 1.9812 -0.9122 -6.3888 0.392
C 4.1693 -2.2263 -0.5440 -1.278
H 3.5267 -1.9426 0.2997 0.302
H 5.2192 -2.0720 -0.2781 0.364
H 3.9928 -3.2891 -0.7562 0.364
C 4.3397 0.4303 -1.6828 -0.850
H 4.4685 0.9556 -2.6385 0.412
H 5.3008 0.3994 -1.1512 0.422
H 3.6016 0.9871 -1.0950 -0.192
C -1.9410 -1.5297 5.6997 -1.175
C -1.6719 -0.9135 4.3580 1.044
O -1.1607 0.2229 4.1605 -0.591
O -2.0590 -1.6680 3.3388 -0.857
H -1.1825 -1.2463 6.4257 0.369
H -1.9682 -2.6164 5.5718 0.352
H -2.9257 -1.2051 6.0471 0.247
```

The charge is +1. For the electronic energy, the calculation gives -83995.7861 eV. The gap between HOMO and LUMO is 5.25 eV. The calculation puts the energy above the lowest of the compared OMol25 structures with the same formula, charge and spin at 13.5 kcal per mole.



(2)
Here is C26H46MoNO2P3 as an isolated structure at a distorted geometry from OMol25. Energies are from the ωB97M-V functional and the def2-TZVPD basis.

```
79
Properties=species:S:1:pos:R:3:mulliken_charge:R:1
P 0.5933 3.1424 0.8425 1.493
C 0.0138 4.2591 2.1616 -1.345
H 0.4129 5.2744 1.9893 0.563
H 0.3958 3.9053 3.1301 0.334
H -1.0883 4.3322 2.1695 0.393
C 2.2054 3.8412 0.3718 -1.624
H 2.6306 3.2518 -0.4528 0.409
H 2.8833 3.8216 1.2331 0.498
H 2.0901 4.8754 0.0198 0.499
C -0.4031 3.5741 -0.6040 -0.981
H -0.2559 4.6329 -0.8606 0.611
H -1.4718 3.4308 -0.4151 0.485
H -0.1019 2.9943 -1.4823 -0.126
P -2.2986 -1.5737 -2.7598 1.091
C -3.3732 -1.8654 -1.3323 -0.992
H -4.2999 -2.3392 -1.6812 0.480
H -3.6164 -0.9136 -0.8411 0.284
H -2.8764 -2.5398 -0.6236 0.272
C -3.3137 -0.5301 -3.8640 -1.279
H -2.7966 -0.3529 -4.8147 0.348
H -3.5084 0.4359 -3.3810 0.309
H -4.2670 -1.0347 -4.0635 0.491
C -2.2400 -3.1906 -3.5845 -1.253
H -3.2551 -3.4941 -3.8692 0.477
H -1.8237 -3.9358 -2.8946 0.291
H -1.6144 -3.1445 -4.4829 0.365
P 1.7318 -3.0595 -0.0184 0.875
C 1.5230 -3.6613 1.6385 -0.923
H 2.3273 -4.3654 1.8908 0.454
H 0.5647 -4.1904 1.7162 0.430
H 1.5390 -2.8298 2.3553 0.177
C 1.6653 -4.3122 -1.2910 -1.107
H 2.3913 -5.0987 -1.0247 0.471
H 1.9194 -3.9040 -2.2858 0.289
H 0.6530 -4.7534 -1.3177 0.386
C 3.1806 -2.0292 -0.1473 -0.629
H 4.0671 -2.6772 -0.2154 0.535
H 3.2558 -1.3848 0.7408 -0.076
H 3.1166 -1.3948 -1.0454 0.032
Mo 0.1541 -0.4094 -2.6502 -0.298
C -1.0680 0.5632 -1.3480 0.854
O -1.7921 1.0660 -0.5799 -0.464
C 0.3485 -1.8494 -0.5186 0.397
O -0.5197 -1.7459 0.3139 -0.250
C 1.0587 -1.4755 -4.2526 -0.734
C 2.0545 -0.9738 -3.3935 -0.516
C 2.0746 0.3988 -3.0692 -1.166
C 1.0838 1.2657 -3.5793 -0.257
C 0.0798 0.7539 -4.4198 -0.812
C 0.0510 -0.6152 -4.7510 -0.900
H 1.0539 -2.5234 -4.5220 0.553
H 2.8245 -1.6443 -3.0097 1.089
H 2.8279 0.7985 -2.3942 0.525
H 1.0553 2.3163 -3.2914 0.793
H -0.7172 1.3964 -4.7787 0.535
H -0.7513 -1.0262 -5.3487 0.908
C -1.2124 2.1832 4.8374 -0.728
N -1.7149 0.9702 4.1365 0.114
C -3.1900 0.8687 4.2915 -0.771
C -1.2719 0.8627 2.6672 -1.209
C 0.2321 0.7686 2.5667 1.107
C 0.8265 -0.1437 3.4443 -1.037
C 2.2075 -0.2620 3.5633 -0.840
C 3.0026 0.4065 2.6397 -1.239
C 2.4076 1.1966 1.6585 -0.506
C 1.0349 1.5346 1.6668 0.570
H -1.5124 3.0684 4.2664 0.308
H -0.1259 2.1276 4.9502 0.282
H -1.6808 2.2034 5.8255 0.456
H -1.3155 0.1623 4.6348 0.381
H -3.6596 1.6154 3.6463 0.368
H -3.5136 -0.1442 4.0319 0.377
H -3.4371 1.0645 5.3376 0.357
H -1.7703 -0.0422 2.2930 0.365
H -1.7098 1.7207 2.1475 0.403
H 0.2215 -0.7666 4.1116 0.372
H 2.6546 -0.8547 4.3639 0.511
H 4.0910 0.3450 2.7084 0.567
H 3.0614 1.6226 0.8974 0.530
```

The multiplicity is 3. The charge is +4. For the electronic energy, the calculation gives -62975.6367 eV. The gap between HOMO and LUMO (alpha / beta) is 7.75 / 4.88 eV.



(3)
Here is a 3-piece molecular cluster, C26H46N3O5P overall at a distorted geometry from OMol25. Energies are from the ωB97M-V functional and the def2-TZVPD basis.

```
81
Properties=species:S:1:pos:R:3:mulliken_charge:R:1
C 2.7260 3.2060 1.9047 -1.254
C 2.9717 1.9002 1.1113 -0.386
N 2.9565 0.7000 1.9514 0.271
C 3.0605 -0.4805 1.0695 -1.106
C 2.8032 -1.7961 1.8104 -1.215
C 1.3775 -2.3365 1.6586 -0.829
O 1.1320 -3.6953 2.0269 -0.476
C 0.0929 -4.1741 1.2666 0.034
O -0.0712 -5.2725 0.9919 -0.440
C -0.6944 -2.9069 0.8492 -0.625
P -2.1000 -3.0850 -0.3540 -0.422
C -3.5531 -3.9543 0.4086 -0.404
C -3.1687 -5.1471 1.2978 -1.222
C -2.7023 -1.4180 -0.9178 -0.707
C -2.1794 -0.2054 -0.0883 -0.568
C 0.5583 -2.0932 0.3785 0.780
C 1.0202 -2.6926 -0.9727 -1.708
C 2.4820 -3.1470 -1.0448 -0.900
O 3.2810 -2.0245 -1.4789 -0.360
C 4.4905 -2.3697 -1.9993 0.684
C 5.2988 -3.4812 -1.3441 -0.944
O 4.8780 -1.7791 -2.9161 -0.546
C 3.9873 0.7270 2.9433 0.428
C 5.3650 0.1036 2.7476 -1.098
O 3.7568 1.2485 3.9708 -0.541
H 1.9581 3.0069 2.6502 0.305
H 3.6567 3.5479 2.3492 0.367
H 2.3215 3.9259 1.1898 0.391
H 3.8773 1.9843 0.4872 0.286
H 2.1467 1.8364 0.3956 0.377
H 4.0568 -0.5571 0.6148 0.280
H 2.3821 -0.2971 0.2382 0.763
H 3.5191 -2.5496 1.4656 0.384
H 2.9954 -1.7071 2.8827 0.794
H 0.8183 -1.7520 2.4101 0.554
H -1.0659 -2.3254 1.7056 0.653
H -4.1009 -3.2476 1.0486 0.389
H -4.1969 -4.2528 -0.4166 0.414
H -2.6060 -5.8873 0.7305 0.318
H -4.0642 -5.5658 1.7580 0.390
H -2.5277 -4.8122 2.1168 0.285
H -3.7806 -1.4427 -0.8306 0.504
H -2.4619 -1.2295 -1.9605 0.479
H -1.9530 -0.5288 0.9321 0.255
H -2.9204 0.5878 -0.0164 0.244
H -1.2664 0.2129 -0.5172 0.094
H 0.3148 -1.0333 0.3780 0.842
H 0.9171 -1.8990 -1.7184 0.302
H 0.3994 -3.5160 -1.3264 0.735
H 2.8332 -3.6087 -0.1197 0.422
H 2.5408 -3.9067 -1.8328 0.718
H 5.3309 -3.3239 -0.2656 0.298
H 6.2985 -3.3896 -1.7534 0.337
H 4.8416 -4.4343 -1.6071 0.313
H 5.6483 0.0495 1.6936 0.341
H 6.0826 0.7630 3.2301 0.424
H 5.4051 -0.8909 3.1882 0.240
C -4.4843 2.7474 -4.1038 -1.055
C -5.6742 2.7753 -3.1508 -0.553
C -5.4311 1.9642 -1.8741 0.354
C -5.1844 0.5515 -2.1996 0.302
N -4.9948 -0.5418 -2.4524 -0.533
H -4.2750 1.7351 -4.4534 0.361
H -4.6862 3.3598 -4.9834 0.349
H -3.5852 3.1357 -3.6194 0.185
H -6.5562 2.3920 -3.6687 0.320
H -5.8888 3.8099 -2.8753 0.320
H -6.2991 2.0231 -1.2167 0.368
H -4.5701 2.3542 -1.3302 -0.341
C -1.5446 6.4710 0.8513 -1.291
C -0.3967 5.5976 0.3571 -0.216
C -0.8115 4.6520 -0.7755 -0.379
C -1.8711 3.7381 -0.3221 0.182
N -2.6834 3.0282 0.0392 -0.449
H -2.3516 5.8702 1.2738 0.351
H -1.1983 7.1463 1.6338 0.361
H -1.9555 7.0755 0.0398 0.312
H -0.0033 5.0166 1.1942 0.147
H 0.4135 6.2375 0.0022 0.361
H 0.0423 4.0589 -1.1052 0.301
H -1.1795 5.2184 -1.6323 0.298
```

The SMILES is CCN(CC[C@@H]1OC(=O)[C@H](P(CC)CC)[C@@H]1CCOC(C)=O)C(C)=O.CCCC#N.CCCC#N. The charge is 0. For the electronic energy, the calculation gives -51702.8581 eV. The gap between HOMO and LUMO is 7.59 eV.



Number 1 is which compound?
C26H46LuO2P2



The lowest electronic energy belongs to which entry?
C26H46LuO2P2